{
  "formula": "C6H10N2O2",
  "method": "the ωB97M-V functional and the def2-TZVPD basis",
  "smiles": "[H]/N=C(\\O)[C@@]12NC[C@@H]1[C@@]2(C)O",
  "e_homo_ev": -8.4,
  "energy_ha": -494.49709,
  "de_lowest_ev": 3.9902,
  "total_charge": 0,
  "spin_multiplicity": 1,
  "elements": ["C", "C", "O", "C", "C", "N", "C", "C", "N", "H", "H", "H", "H", "H", "H", "H", "H", "O", "H", "H"],
  "positions_angstrom": [[-0.8148, -1.5773, 1.2459], [-0.1421, -1.0036, 0.0284], [0.8793, -1.7978, -0.5052], [-0.8280, -0.2309, -1.0591], [-1.8988, 0.6888, -0.4824], [-0.9275, 1.2602, 0.5004], [0.1428, 0.4869, -0.1373], [1.5181, 0.9965, -0.3365], [2.1778, 0.6926, -1.3967], [-1.7374, -1.0376, 1.4858], [-1.0439, -2.6386, 1.0772], [-0.1449, -1.4995, 2.1146], [1.5983, -1.8668, 0.1319], [-0.7108, -0.5158, -2.1046], [-2.2320, 1.4310, -1.2181], [-2.7764, 0.2121, -0.0219], [-0.7990, 2.2562, 0.3506], [2.0426, 1.3672, 0.8588], [2.7158, 1.6237, -1.4525], [2.9808, 1.1526, 0.9206]],
  "atomic_forces_ev_per_a": [[-0.1, 0.0, 0.2], [0.2, 0.3, 0.1], [-0.2, -0.2, -0.1], [0.2, 0.0, -0.4], [-0.3, 0.0, -0.2], [-0.1, 0.2, 0.3], [-0.3, -0.2, 0.0], [-0.2, -3.4, 0.0], [-0.3, 3.9, 0.0], [0.2, -0.1, 0.0], [0.0, 0.3, 0.0], [-0.2, 0.0, -0.2], [0.0, 0.0, 0.0], [0.0, 0.1, 0.3], [0.1, -0.2, 0.2], [0.2, 0.2, -0.1], [-0.1, -0.1, 0.0], [-0.3, 1.2, 0.3], [0.9, -2.1, -0.1], [0.1, 0.3, -0.5]]
}

=====

{
  "formula": "C6H10N2O2",
  "method": "the ωB97M-V functional and the def2-TZVPD basis",
  "e_homo_ev": -9.6,
  "energy_ha": -494.41762,
  "de_lowest_ev": 6.1527,
  "total_charge": 0,
  "spin_multiplicity": 1,
  "elements": ["C", "N", "C", "C", "N", "C", "C", "C", "O", "H", "H", "H", "H", "H", "H", "H", "H", "O", "H", "H"],
  "positions_angstrom": [[1.0374, -2.0781, 0.5762], [0.2480, -1.3304, -0.3879], [-0.0799, 0.0069, -0.0182], [1.0939, 0.9319, -0.0130], [2.0860, 1.3688, 0.4874], [-1.3901, 0.6554, -0.5567], [-2.2167, -0.3272, 0.2946], [-1.0809, 0.2470, 1.1595], [-1.3499, 1.5759, 0.5903], [0.4803, -2.1624, 1.5202], [1.2051, -3.0927, 0.1945], [2.0216, -1.6245, 0.7964], [0.6483, -1.3666, -1.3195], [-1.5752, 1.0764, -1.5504], [-3.2164, 0.0307, 0.5633], [-2.1841, -1.3888, 0.0336], [-0.8879, 0.1774, 2.2353], [1.5712, 2.6808, -1.5873], [2.3749, 2.5343, -0.7635], [1.2145, 2.0852, -2.2546]],
  "atomic_forces_ev_per_a": [[0.4, -0.1, 0.3], [-0.1, -0.1, -0.3], [-0.2, 0.4, -0.8], [3.5, 0.5, 4.4], [-3.3, -2.0, -1.7], [-0.1, 0.0, -0.2], [-0.2, -0.2, -0.1], [0.2, 0.2, 0.2], [0.0, 0.0, 0.0], [0.1, 0.0, -0.3], [-0.1, 0.3, 0.1], [-0.3, -0.1, 0.0], [0.0, 0.0, 0.2], [0.0, -0.1, 0.3], [0.3, 0.0, -0.1], [0.0, 0.3, 0.1], [0.0, 0.0, -0.3], [2.0, 2.3, 2.1], [-3.6, -0.5, -4.3], [1.4, -0.6, 0.4]]
}

=====

{
  "formula": "C6H10N2O2",
  "method": "the ωB97M-V functional and the def2-TZVPD basis",
  "e_homo_ev": [-7.6, -7.5],
  "energy_ha": -494.45923,
  "de_lowest_ev": 5.0203,
  "total_charge": 0,
  "spin_multiplicity": 1,
  "elements": ["C", "C", "C", "C", "C", "C", "N", "N", "O", "O", "H", "H", "H", "H", "H", "H", "H", "H", "H", "H"],
  "positions_angstrom": [[0.1434, -0.1266, -1.1580], [-2.7153, 0.5007, 0.5397], [0.9140, 0.2939, -0.1204], [0.8286, -0.6076, -2.4280], [0.4586, -0.0816, 2.3268], [0.4188, 0.9095, 1.1611], [-1.2078, -0.2074, -1.3376], [-2.1776, -0.2350, -0.4543], [-3.3247, 0.2644, 1.5292], [2.2772, 0.2150, -0.1526], [0.0715, -0.7197, -3.1976], [1.3059, -1.5778, -2.2789], [1.5719, 0.1089, -2.7778], [0.3311, 0.4440, 3.2709], [1.4141, -0.6010, 2.3452], [-0.3386, -0.8158, 2.2304], [1.0770, 1.7505, 1.3895], [-0.5932, 1.2962, 1.0326], [-3.0095, -0.5548, -0.9735], [2.5545, -0.2559, -0.9466]],
  "atomic_forces_ev_per_a": [[-0.3, -0.1, -0.5], [0.5, 2.4, 2.1], [-0.4, 0.5, 0.8], [0.0, 0.2, 0.2], [0.0, 0.1, -0.1], [0.2, -0.3, -0.2], [1.0, 0.1, -1.0], [-1.3, -2.0, -0.8], [0.0, -0.5, -0.7], [-0.3, 0.0, 0.0], [0.1, 0.0, 0.0], [0.1, -0.1, 0.0], [0.1, 0.0, -0.1], [0.0, 0.0, 0.1], [0.1, 0.0, 0.1], [0.0, -0.1, 0.0], [-0.1, 0.1, -0.1], [0.2, 0.1, 0.0], [0.3, -0.2, 0.3], [0.0, 0.0, 0.0]]
}

=====

{
  "formula": "C6H10N2O2",
  "method": "the ωB97M-V functional and the def2-TZVPD basis",
  "smiles": "C/C=C/CN=C(O)O.C#N",
  "e_homo_ev": -9.2,
  "energy_ha": -494.52922,
  "de_lowest_ev": 3.1159,
  "total_charge": 0,
  "spin_multiplicity": 1,
  "elements": ["C", "C", "C", "C", "C", "C", "N", "N", "O", "O", "H", "H", "H", "H", "H", "H", "H", "H", "H", "H"],
  "positions_angstrom": [[2.4764, 2.7908, -0.4933], [-0.1984, -0.3443, 1.2396], [-1.0949, -1.3347, 1.4419], [0.9669, -0.7115, 0.3114], [-2.4410, -1.1034, 2.0599], [0.4935, 0.2289, -1.7698], [2.3841, 3.1917, -1.5667], [1.1257, 0.3417, -0.6885], [0.6055, 1.1229, -2.7917], [-0.3091, -0.7477, -2.1923], [2.6059, 2.4896, 0.5264], [0.7691, -1.5647, -0.1927], [-0.2830, 0.7217, 1.4809], [-1.1290, -2.2903, 1.0136], [1.8983, -0.7170, 0.7395], [-2.4046, -0.6687, 3.1097], [-3.0602, -0.4549, 1.4678], [-2.9550, -2.0205, 2.0820], [0.7971, 2.0534, -2.6873], [-0.2469, -0.9831, -3.0905]],
  "atomic_forces_ev_per_a": [[0.1, 0.4, -0.4], [0.4, -2.4, -1.2], [-0.8, 3.4, 0.6], [-1.6, 3.6, 0.2], [0.5, 1.3, 1.8], [1.0, 1.8, -1.3], [0.0, -0.1, 0.6], [-0.9, 0.2, -0.3], [-0.7, -0.9, -0.9], [-0.6, -1.0, 2.9], [-0.1, -0.1, -0.2], [-0.6, -3.2, -1.1], [-0.2, -0.6, 0.4], [1.3, -1.2, -0.8], [2.1, -0.5, 1.7], [0.0, -0.5, -1.2], [-0.2, 0.6, -0.4], [-0.8, -1.2, 0.4], [0.6, 0.1, 1.1], [0.3, 0.2, -1.9]]
}

=====

{
  "formula": "C6H10N2O3",
  "method": "the ωB97M-V functional and the def2-TZVPD basis",
  "smiles": "COC1(OC)[C@H](C)N1N=C=O",
  "e_homo_ev": -9.5,
  "energy_ha": -569.69895,
  "de_lowest_ev": 5.7086,
  "total_charge": 0,
  "spin_multiplicity": 1,
  "elements": ["C", "C", "C", "C", "C", "C", "N", "N", "O", "O", "O", "H", "H", "H", "H", "H", "H", "H", "H", "H", "H"],
  "positions_angstrom": [[-2.6131, 0.3356, 0.1384], [0.0206, 1.3850, -0.7317], [0.1362, -0.0379, -0.2960], [1.2822, 2.3764, -0.8977], [-0.9095, -2.1789, -0.3783], [1.5404, -0.8260, 1.4285], [-1.7450, 0.8570, 0.8081], [-0.3439, 0.9459, 0.6140], [-3.6599, -0.0105, -0.1718], [-0.8782, -0.8851, -0.8189], [1.3175, -0.6139, 0.0051], [-0.9064, 1.5536, -1.3611], [1.1100, 2.7695, -1.8588], [2.0961, 1.7633, -0.9071], [1.2322, 3.1432, -0.1247], [0.1762, -2.4650, -0.3867], [-1.5372, -2.8273, -1.0650], [-1.4349, -2.3089, 0.6540], [1.3440, -1.9009, 1.6027], [1.1188, -0.0498, 2.1901], [2.6540, -1.0251, 1.5569]],
  "atomic_forces_ev_per_a": [[0.9, 0.7, 1.2], [0.3, 1.0, -1.1], [-0.9, -0.3, -1.0], [-4.6, -0.9, 0.8], [-0.1, -2.5, 1.3], [1.9, -1.3, 0.8], [1.4, 1.0, 0.8], [-1.6, 0.3, 1.0], [-1.9, -1.0, -1.3], [0.3, 2.2, -1.0], [0.5, 0.3, 1.1], [1.4, 0.0, 0.6], [0.2, 0.9, -1.2], [2.6, -1.2, 0.3], [0.3, -0.2, -0.1], [-1.2, -0.8, 0.4], [1.0, 1.0, 0.5], [1.2, 0.4, -1.4], [-1.4, 0.6, 0.5], [0.6, -1.6, -1.9], [-0.9, 1.5, -0.3]]
}

=====

{
  "formula": "C6H10N2S",
  "method": "the ωB97M-V functional and the def2-TZVPD basis",
  "smiles": "Cc1ncsc1CCN",
  "e_homo_ev": -8.7,
  "energy_ha": -742.27837,
  "de_lowest_ev": 0.4394,
  "total_charge": 0,
  "spin_multiplicity": 1,
  "elements": ["C", "C", "C", "C", "C", "C", "H", "H", "H", "H", "H", "H", "H", "H", "H", "H", "N", "N", "S"],
  "positions_angstrom": [[0.1020, -0.5628, 2.1869], [-0.8671, -0.2188, 1.0687], [-2.9558, -0.1200, 0.2582], [-0.6500, 0.6186, -0.0180], [0.5900, 1.2076, -0.5223], [1.6181, -0.0661, -0.9261], [0.4937, 0.3981, 2.6767], [0.7591, -1.3385, 1.9081], [-0.5801, -1.0981, 2.8491], [-3.9851, -0.3677, 0.3355], [0.4414, 1.8439, -1.4239], [1.0556, 1.9134, 0.1624], [1.6424, -0.8591, -0.1713], [2.6063, 0.3756, -1.1489], [1.9630, -1.1832, -2.5060], [0.9575, 0.0605, -2.8745], [-2.2172, -0.6070, 1.2878], [1.1830, -0.6831, -2.2221], [-2.1566, 0.6866, -0.9202]],
  "atomic_forces_ev_per_a": [[-2.0, 1.5, 0.4], [-1.1, 1.0, 0.2], [0.9, -2.4, 3.6], [-1.9, -1.4, 0.5], [2.0, -1.7, -1.4], [-0.9, 2.3, -1.2], [-0.1, -1.8, -0.7], [1.6, -0.3, -0.4], [0.2, 0.4, 0.7], [-0.8, 0.2, -0.7], [-0.1, -0.7, 0.3], [0.2, -0.4, 0.5], [0.0, 0.5, 0.0], [-0.1, -0.1, 0.9], [1.5, -1.2, -1.2], [0.3, -0.2, -0.1], [0.9, 1.6, -2.6], [-1.9, 1.4, 2.0], [1.3, 1.3, -0.6]]
}